Record 1
Formula: C12H23N2O6PS2
Source: the OMol25 dataset
Level of theory: ωB97M-V/def2-TZVPD

Geometry as XYZ:
```
46
C12H23N2O6PS2 | the OMol25 dataset | ωB97M-V/def2-TZVPD
S 3.187 3.669 0.104
S 0.253 -1.954 2.165
P 1.911 -2.096 1.202
O 0.149 0.160 -2.007
O 2.839 -0.028 -1.233
O 1.715 -2.505 -0.308
O 1.923 3.525 0.751
O 2.831 -3.273 1.788
O 4.219 4.291 0.861
N -3.968 -1.410 1.690
N 2.973 -0.822 1.290
C 2.579 0.246 -2.595
C -4.935 -0.642 2.184
C 2.613 1.050 -0.364
C -5.626 -3.070 1.205
C 2.441 0.523 1.082
C 3.761 2.059 -0.427
C -6.620 -2.257 1.724
C -6.270 -1.015 2.226
C -4.321 -2.600 1.213
C 1.087 0.322 -3.032
C -1.406 1.305 -0.539
C -0.737 1.270 -1.886
H 0.924 -0.469 -3.754
H 1.428 0.659 1.423
H -1.607 2.339 -0.295
H 2.587 -2.439 -0.740
H -0.781 0.912 0.234
H 3.045 1.169 1.699
H 3.108 1.140 -2.909
H -0.215 2.205 -2.057
H 1.698 1.556 -0.636
H -7.013 -0.350 2.642
H -4.617 0.323 2.565
H -3.510 -3.203 0.820
H -7.651 -2.587 1.737
H 2.983 4.391 -1.028
H 3.537 -0.883 2.124
H 3.036 -0.572 -3.128
H -5.854 -4.046 0.801
H 0.919 1.241 -3.578
H 2.564 -4.083 1.326
H -1.508 1.167 -2.646
H 4.552 1.817 0.261
H 4.132 2.164 -1.434
H -2.356 0.800 -0.521
```

Values from the calculation:
- HOMO: -8.498 eV
- SMILES string: CCOCCO[C@@H](CNP(O)(O)=S)C[SH](=O)=O.c1ccncc1
- Frontier orbital gap: 8.686 eV
- DFT total energy: -59041.399 eV

Need the natural (NBO) charges? In units of e they are:
1. S 2.037
2. S -0.617
3. P 1.966
4. O -0.533
5. O -0.526
6. O -0.972
7. O -0.947
8. O -0.991
9. O -0.938
10. N -0.408
11. N -0.988
12. C -0.080
13. C 0.033
14. C 0.085
15. C -0.263
16. C -0.235
17. C -0.693
18. C -0.172
19. C -0.264
20. C 0.036
21. C -0.089
22. C -0.632
23. C -0.058
24. H 0.179
25. H 0.231
26. H 0.210
27. H 0.507
28. H 0.230
29. H 0.201
30. H 0.152
31. H 0.154
32. H 0.201
33. H 0.218
34. H 0.192
35. H 0.198
36. H 0.214
37. H -0.025
38. H 0.418
39. H 0.191
40. H 0.218
41. H 0.167
42. H 0.507
43. H 0.169
44. H 0.257
45. H 0.241
46. H 0.219

Record 2
Formula: C4H10NO
Source: the OMol25 dataset
Level of theory: ωB97M-V/def2-TZVPD

Geometry as XYZ:
```
16
C4H10NO | the OMol25 dataset | ωB97M-V/def2-TZVPD
O 0.965 0.567 -1.656
N 0.784 -1.611 1.275
C 1.252 -0.247 -0.767
C -0.884 0.139 0.480
C 0.474 -0.583 0.425
C -0.848 1.584 0.935
H -0.908 -1.811 -3.181
H -0.134 2.091 0.302
H -0.239 -1.722 -2.828
H -1.267 0.099 -0.541
H -1.492 -0.568 1.034
H -1.794 2.106 0.828
H 1.185 -1.253 2.122
H 1.271 0.422 0.455
H 2.105 -0.933 -0.847
H -0.471 1.720 1.964
```

Values from the calculation:
- HOMO: -2.384 eV
- Charge: -1
- Frontier orbital gap: 6.627 eV
- ΔE to the lowest compared entry with this formula, charge and spin: 278.0 kJ/mol
- DFT total energy: -7844.655 eV

Need the natural (NBO) charges? In units of e they are:
1. O -0.743
2. N -1.065
3. C 0.237
4. C -0.464
5. C 0.044
6. C -0.606
7. H -0.038
8. H 0.215
9. H 0.036
10. H 0.200
11. H 0.213
12. H 0.186
13. H 0.304
14. H 0.179
15. H 0.117
16. H 0.187

Which value of frontier orbital gap does entry 2 give?
6.627 eV

What is the formula in the first record?
C12H23N2O6PS2